The following is a DFT calculation (the ωB97M-V functional and the def2-TZVPD basis) of a structure of composition C14H14ClCoN2O4.

Geometry as ORCA input:
```
! wB97M-V def2-TZVPD RIJCOSX def2/J DEFGRID3
* xyz 0 5
Co 0.1344 -0.3145 -0.7338
C 0.8776 -3.7958 1.7370
C 0.3855 -2.4418 1.3105
O 0.6771 -2.0525 0.1654
C -0.3774 -1.6986 2.2812
C -0.8947 -0.4296 2.1698
C -1.6438 0.1839 3.3118
N -0.7232 0.2921 1.0321
N -1.2181 1.5142 1.0549
C -0.9844 2.1606 -0.1362
O -0.3998 1.6337 -1.1038
C -1.4702 3.5550 -0.2235
C -1.2499 4.2652 -1.4016
C -1.6871 5.5740 -1.5121
C -2.3450 6.1776 -0.4483
C -2.5669 5.4724 0.7271
C -2.1309 4.1629 0.8423
H 1.3383 -4.3010 0.8931
H 0.0565 -4.3943 2.1331
H 1.6114 -3.6799 2.5372
H -0.5474 -2.2061 3.2211
H -1.7184 -0.5186 4.1380
H -2.6414 0.4840 2.9917
H -1.1397 1.0904 3.6474
H -0.7332 3.7784 -2.2172
H -1.5143 6.1254 -2.4268
H -2.6851 7.2016 -0.5351
H -3.0797 5.9446 1.5546
H -2.2956 3.6020 1.7511
Cl 3.8498 -0.2747 -4.0599
C 2.1607 -0.8098 -4.0319
C 1.4552 -0.5916 -2.7139
O 1.9968 -0.0530 -1.7282
O 0.2487 -0.9909 -2.6605
H 2.1309 -1.8704 -4.2679
H 1.6158 -0.2731 -4.8046
*
```

Summary:
**HOMO-LUMO gap (alpha / beta)**: 0.2946 / 0.2777 Eh
**E_LUMO (alpha / beta)**: -0.1 / -2.1 eV

---

The following is a DFT calculation (the ωB97M-V functional and the def2-TZVPD basis) of a cluster of 2 separate species, C4H13NO in total at a distorted geometry.

Geometry as ORCA input:
```
! wB97M-V def2-TZVPD RIJCOSX def2/J DEFGRID3
* xyz 0 1
C -1.0618 0.0154 -0.1063
C -0.4168 1.1503 0.6908
C 0.5712 1.9643 -0.1542
C 0.2070 0.6758 1.9924
N -1.7300 0.4468 -1.3047
H -0.3561 -0.8014 -0.2937
H -1.7087 -0.4808 0.6474
H -1.2030 1.8812 0.9137
H 1.4118 1.3676 -0.4957
H 0.0614 2.3731 -1.0156
H 0.9782 2.7469 0.4580
H -0.2550 -0.2631 2.3388
H -0.0920 1.3243 2.8234
H 1.2806 0.5226 1.9293
H -2.6273 0.8758 -1.1537
H -1.7543 -0.2556 -2.0157
H 2.8916 -4.9284 -1.9308
H 1.4463 -4.3857 -1.7901
O 2.3571 -4.2289 -1.5334
*
```

Summary:
**HOMO-LUMO gap**: 0.3582 Eh
**E_LUMO**: 0.8 eV
**Structure (SMILES)**: CC(C)CN.O

---

The following is a DFT calculation (the ωB97M-V functional and the def2-TZVPD basis) of an isolated molecule of C3H5NO.

Geometry as ORCA input:
```
! wB97M-V def2-TZVPD RIJCOSX def2/J DEFGRID3
* xyz 0 1
O 2.0689 -0.9017 0.5596
C 1.5373 0.1549 0.3120
N 0.4123 0.2846 -0.4921
C -0.9049 0.6187 0.0200
C -0.5766 -0.7596 -0.4481
H 1.9400 1.1203 0.6595
H -1.0228 0.7842 1.0890
H -1.4999 1.2742 -0.6123
H -0.9504 -1.1054 -1.4071
H -0.3925 -1.5341 0.2941
*
```

Summary:
**HOMO-LUMO gap**: 0.4031 Eh
**E_LUMO**: 1.0 eV
**Structure (SMILES)**: O=CN1CC1

---

The following is a DFT calculation (the ωB97M-V functional and the def2-TZVPD basis) of an isolated molecule of C4H8O2 at a distorted geometry.

Geometry as ORCA input:
```
! wB97M-V def2-TZVPD RIJCOSX def2/J DEFGRID3
* xyz 0 1
O 0.8754 -0.0803 -1.9551
C 0.4676 0.3916 -0.6921
C -0.7853 -0.3785 -0.3641
C -1.0068 -0.0064 1.1301
O 0.2605 0.5255 1.5649
C 1.2487 0.1607 0.6040
H -0.0160 -0.2400 -2.3696
H 0.2773 1.4793 -0.7128
H -0.5412 -1.4443 -0.4359
H -1.4342 -0.2210 -1.3017
H -1.2453 -0.8754 1.7629
H -1.7653 0.7610 1.2945
H 2.1109 0.8162 0.7320
H 1.5536 -0.8884 0.7427
*
```

Summary:
**HOMO-LUMO gap**: 0.3981 Eh
**E_LUMO**: 0.9 eV
**Structure (SMILES)**: O[C@H]1CCOC1